1.
{
  "formula": "C17H19AuBrN7P",
  "method": "ωB97M-V/def2-TZVPD",
  "e_homo_ha": -0.6580,
  "lumo_energy_ev": -12.665,
  "homo_lumo_gap_ev": 5.241,
  "multiplicity": 1,
  "e_tot_ha": -4092.52499,
  "total_charge": 3,
  "species": ["Au", "C", "N", "C", "C", "N", "C", "P", "C", "N", "C", "C", "N", "C", "C", "N", "C", "C", "N", "C", "H", "H", "H", "H", "H", "H", "H", "H", "H", "H", "H", "H", "H", "H", "H", "Br", "C", "C", "C", "C", "N", "C", "H", "H", "H", "H"],
  "positions_angstrom": [[0.038, -0.632, 0.111], [-0.048, 3.871, -2.941], [-0.033, 3.008, -1.745], [-0.043, 3.466, -0.451], [-0.029, 2.382, 0.370], [-0.015, 1.277, -0.449], [-0.015, 1.668, -1.723], [0.021, 0.509, -3.130], [-1.380, -0.499, -2.517], [-1.548, -0.999, -1.285], [-2.783, -1.589, -1.215], [-3.360, -1.465, -2.441], [-2.477, -0.791, -3.239], [-2.752, -0.456, -4.648], [1.485, -0.402, -2.517], [1.724, -0.819, -1.266], [3.013, -1.275, -1.202], [3.551, -1.165, -2.449], [2.591, -0.624, -3.256], [2.804, -0.334, -4.685], [-0.032, 4.905, -2.610], [-0.954, 3.696, -3.515], [0.832, 3.680, -3.549], [-0.057, 4.516, -0.208], [-0.035, 2.337, 1.446], [-3.171, -2.075, -0.340], [-4.317, -1.807, -2.800], [-3.635, 0.177, -4.695], [-2.927, -1.373, -5.205], [-1.903, 0.068, -5.075], [3.490, -1.628, -0.304], [4.533, -1.422, -2.813], [3.658, 0.331, -4.787], [1.921, 0.141, -5.101], [2.997, -1.264, -5.214], [2.599, -5.579, 1.415], [1.078, -4.515, 1.477], [-0.075, -4.921, 2.142], [-1.173, -4.074, 2.173], [-1.111, -2.860, 1.527], [0.010, -2.483, 0.880], [1.090, -3.286, 0.848], [-0.107, -5.886, 2.633], [-2.077, -4.349, 2.700], [-1.934, -2.159, 1.555], [1.963, -2.940, 0.323]],
  "mulliken_charge": [0.723, -0.737, 0.115, -0.263, -0.482, -0.143, 0.628, -0.350, 0.398, 0.039, -0.479, -0.650, 0.101, -0.819, 0.285, -0.096, -0.770, -0.468, 0.126, -0.827, 0.326, 0.335, 0.332, 0.464, 0.437, 0.466, 0.501, 0.374, 0.365, 0.321, 0.658, 0.519, 0.376, 0.319, 0.363, -0.048, -0.501, 0.102, -0.929, -0.086, -0.198, 0.530, 0.502, 0.450, 0.629, 0.061]
}



2.
{
  "formula": "C17H19BN6O3Pb",
  "method": "ωB97M-V/def2-TZVPD",
  "e_homo_ha": [-0.5296, -0.5304],
  "lumo_energy_ev": [-8.392, -9.345],
  "homo_lumo_gap_ev": [6.019, 5.087],
  "multiplicity": 1,
  "e_tot_ha": -1430.43939,
  "total_charge": 2,
  "species": ["H", "N", "B", "N", "C", "Pb", "H", "C", "H", "C", "H", "C", "H", "H", "H", "N", "N", "N", "N", "C", "C", "H", "H", "C", "C", "C", "C", "H", "H", "H", "H", "H", "O", "C", "C", "C", "C", "C", "C", "C", "O", "O", "H", "H", "H", "H", "H"],
  "positions_angstrom": [[-0.307, 2.933, 0.801], [0.101, 1.657, -0.848], [0.760, 0.693, -3.104], [0.632, 1.885, -2.102], [0.904, 3.198, -2.250], [-0.810, -0.629, -0.158], [1.316, 3.567, -3.177], [0.545, 3.848, -1.066], [0.618, 4.895, -0.851], [0.059, 2.840, -0.212], [1.207, 1.072, -4.140], [-1.810, -2.307, 0.814], [-2.264, -2.405, 1.813], [-0.804, -2.752, 0.967], [-2.384, -2.845, 0.046], [-0.662, 0.079, -3.250], [1.665, -0.405, -2.468], [-1.353, -0.496, -2.172], [1.316, -0.996, -1.264], [-1.437, 0.041, -4.345], [2.811, -0.948, -2.920], [-1.050, 0.437, -5.274], [3.224, -0.624, -3.868], [-2.655, -0.552, -4.014], [3.239, -1.895, -1.993], [-2.575, -0.877, -2.661], [2.292, -1.880, -0.959], [-3.485, -0.723, -4.679], [4.118, -2.515, -2.061], [-3.326, -1.340, -2.026], [2.280, -2.435, -0.028], [-2.214, -0.823, 0.827], [0.474, 2.040, 4.076], [0.687, 0.946, 4.817], [0.808, 1.075, 6.216], [0.913, -0.065, 7.003], [0.954, -1.335, 6.412], [0.892, -1.462, 5.021], [0.744, -0.342, 4.208], [0.561, -0.483, 2.723], [0.862, -1.554, 2.147], [0.039, 0.545, 2.120], [0.258, 1.654, 3.145], [0.785, 2.074, 6.648], [0.964, 0.037, 8.087], [1.034, -2.230, 7.029], [0.946, -2.436, 4.535]],
  "mulliken_charge": [0.470, -0.058, -0.136, 0.055, 0.013, 1.074, 0.468, -1.106, 0.409, -0.314, -0.021, -1.232, 0.462, 0.431, 0.411, 0.057, 0.011, -0.024, 0.035, 0.018, 0.015, 0.484, 0.463, -1.137, -1.126, 0.043, -0.249, 0.410, 0.413, 0.419, 0.528, 0.328, -0.494, 0.539, -0.616, -0.391, -0.578, -0.283, 0.171, 1.131, -0.618, -0.781, 0.486, 0.475, 0.426, 0.444, 0.476]
}



3.
{
  "formula": "C17H19Cl4N3",
  "method": "ωB97M-V/def2-TZVPD",
  "e_homo_ha": -0.3436,
  "lumo_energy_ev": 0.487,
  "homo_lumo_gap_ev": 9.836,
  "multiplicity": 1,
  "e_tot_ha": -2664.20156,
  "species": ["C", "C", "C", "N", "C", "C", "H", "H", "H", "H", "H", "C", "C", "C", "N", "C", "C", "H", "H", "H", "H", "H", "C", "C", "C", "N", "C", "C", "H", "H", "H", "H", "H", "Cl", "C", "Cl", "H", "H", "Cl", "C", "Cl", "H", "H"],
  "positions_angstrom": [[-26.245, 8.010, -10.997], [-25.942, 9.171, -10.308], [-25.489, 9.059, -9.002], [-25.322, 7.896, -8.376], [-25.577, 6.788, -9.067], [-26.083, 6.795, -10.358], [-26.622, 8.060, -12.011], [-26.048, 10.153, -10.748], [-25.229, 9.940, -8.421], [-25.367, 5.864, -8.538], [-26.328, 5.859, -10.842], [-25.850, 5.992, -2.032], [-26.633, 5.037, -1.402], [-26.068, 4.269, -0.398], [-24.790, 4.380, -0.020], [-24.046, 5.268, -0.662], [-24.517, 6.079, -1.694], [-26.282, 6.612, -2.808], [-27.681, 4.912, -1.640], [-26.637, 3.517, 0.137], [-23.003, 5.349, -0.371], [-23.853, 6.769, -2.197], [-21.256, 7.999, -7.925], [-21.444, 6.691, -8.326], [-20.803, 5.690, -7.603], [-20.061, 5.927, -6.527], [-19.929, 7.188, -6.137], [-20.481, 8.267, -6.803], [-21.736, 8.798, -8.479], [-22.089, 6.432, -9.154], [-20.914, 4.655, -7.907], [-19.311, 7.354, -5.259], [-20.378, 9.280, -6.442], [-22.809, 8.670, -4.337], [-24.052, 8.447, -5.578], [-25.686, 8.652, -4.932], [-23.907, 9.159, -6.378], [-23.965, 7.425, -5.918], [-23.849, 10.703, -0.635], [-22.201, 10.087, -0.806], [-22.057, 8.436, -0.205], [-21.972, 10.096, -1.865], [-21.509, 10.707, -0.250]],
  "mulliken_charge": [-0.119, -0.729, 0.001, -0.088, -0.223, -0.655, 0.375, 0.372, 0.323, 0.395, 0.378, -0.129, -0.432, -0.237, -0.561, -0.286, 0.066, 0.317, 0.363, 0.348, 0.356, 0.200, -0.250, -0.286, -0.264, -0.590, -0.178, -0.411, 0.423, 0.395, 0.356, 0.386, 0.411, -0.133, -0.136, -0.173, 0.187, 0.230, -0.155, -0.164, -0.116, 0.092, 0.341]
}



4.
{
  "formula": "C17H19ClN2O2",
  "method": "ωB97M-V/def2-TZVPD",
  "e_homo_ha": -0.3065,
  "lumo_energy_ev": 0.600,
  "homo_lumo_gap_ev": 8.940,
  "multiplicity": 1,
  "e_tot_ha": -1379.38359,
  "species": ["O", "C", "N", "C", "C", "C", "C", "C", "C", "O", "N", "C", "C", "C", "C", "C", "C", "C", "C", "Cl", "C", "C", "H", "H", "H", "H", "H", "H", "H", "H", "H", "H", "H", "H", "H", "H", "H", "H", "H", "H", "H"],
  "positions_angstrom": [[2.275, -0.060, 1.197], [1.812, -0.864, 0.409], [0.890, -0.525, -0.525], [0.303, 0.791, -0.547], [-1.018, 0.850, 0.267], [-2.126, 0.148, -0.463], [-3.475, 0.340, -0.429], [-4.037, -0.621, -1.305], [-2.992, -1.329, -1.805], [-1.828, -0.872, -1.302], [-1.472, 2.171, 0.642], [-1.699, 3.118, -0.436], [-0.433, 3.985, -0.557], [0.194, 3.925, 0.843], [-0.648, 2.880, 1.608], [2.240, -2.294, 0.388], [2.205, -3.083, -0.758], [2.632, -4.398, -0.716], [3.094, -4.929, 0.479], [3.618, -6.574, 0.531], [3.150, -4.154, 1.627], [2.729, -2.840, 1.572], [0.393, -1.246, -1.023], [1.030, 1.462, -0.087], [0.126, 1.084, -1.584], [-0.831, 0.311, 1.208], [-3.993, 1.077, 0.147], [-5.075, -0.761, -1.528], [-2.937, -2.146, -2.496], [-1.958, 2.603, -1.361], [-2.547, 3.746, -0.145], [-0.682, 5.003, -0.853], [0.244, 3.575, -1.306], [0.148, 4.892, 1.342], [1.240, 3.626, 0.796], [-0.030, 2.187, 2.177], [-1.325, 3.387, 2.304], [1.872, -2.672, -1.700], [2.612, -5.009, -1.605], [3.522, -4.576, 2.547], [2.775, -2.210, 2.448]],
  "mulliken_charge": [-0.668, 0.390, 0.028, -0.925, 0.883, -0.389, -0.640, -0.521, -0.628, -0.305, -0.138, -0.908, -0.560, -0.631, -0.753, 0.231, -0.265, -0.767, 0.413, -0.213, -0.661, -0.368, 0.352, 0.328, 0.170, 0.375, 0.561, 0.459, 0.477, 0.421, 0.425, 0.416, 0.183, 0.342, 0.285, 0.391, 0.461, 0.474, 0.416, 0.412, 0.442]
}



5.
{
  "formula": "C17H19ClN2O3S",
  "method": "ωB97M-V/def2-TZVPD",
  "e_homo_ha": -0.2994,
  "lumo_energy_ev": 0.574,
  "homo_lumo_gap_ev": 8.720,
  "multiplicity": 1,
  "e_tot_ha": -1852.82812,
  "species": ["C", "C", "O", "C", "O", "C", "N", "C", "S", "N", "C", "C", "C", "C", "C", "O", "C", "C", "C", "C", "C", "C", "C", "Cl", "H", "H", "H", "H", "H", "H", "H", "H", "H", "H", "H", "H", "H", "H", "H", "H", "H", "H", "H"],
  "positions_angstrom": [[-3.916, -1.480, -0.723], [-3.331, -0.262, -1.421], [-2.587, 0.540, -0.502], [-3.238, 1.540, 0.106], [-4.390, 1.819, -0.086], [-2.339, 2.283, 1.073], [-1.106, 1.596, 1.350], [0.106, 2.161, 1.120], [0.235, 3.767, 0.724], [1.193, 1.369, 1.292], [2.539, 1.884, 1.098], [3.313, 1.069, 0.118], [4.261, 0.103, 0.294], [4.624, -0.340, -1.001], [3.867, 0.387, -1.865], [3.074, 1.239, -1.200], [1.072, -0.007, 1.710], [0.535, -0.936, 0.642], [0.438, -0.548, -0.688], [-0.018, -1.427, -1.654], [-0.405, -2.708, -1.302], [-0.328, -3.112, 0.019], [0.144, -2.230, 0.976], [0.250, -2.762, 2.624], [-3.124, -2.062, -0.258], [-4.624, -1.167, 0.041], [-4.434, -2.101, -1.448], [-4.126, 0.349, -1.859], [-2.615, -0.557, -2.191], [-2.905, 2.462, 1.994], [-2.089, 3.265, 0.644], [-1.172, 0.589, 1.335], [3.068, 1.893, 2.057], [2.436, 2.911, 0.735], [4.664, -0.242, 1.225], [5.346, -1.090, -1.247], [3.806, 0.393, -2.935], [2.071, -0.354, 1.992], [0.445, -0.074, 2.609], [0.724, 0.452, -0.973], [-0.067, -1.108, -2.684], [-0.767, -3.396, -2.051], [-0.627, -4.107, 0.311]],
  "mulliken_charge": [-1.062, -0.404, -0.217, 0.447, -0.602, -0.683, -0.128, 0.627, -0.537, 0.257, -0.950, 0.604, -0.657, -0.398, -0.588, -0.329, -2.187, 0.213, 0.535, -1.313, -0.486, -0.594, 0.671, -0.230, 0.178, 0.363, 0.391, 0.438, 0.315, 0.302, 0.388, 0.299, 0.301, 0.407, 0.524, 0.461, 0.494, 0.465, 0.734, 0.597, 0.497, 0.413, 0.441]
}